{
  "formula": "C4H12NS2",
  "method": "ωB97M-V/def2-TZVPD",
  "elements": ["C", "S", "S", "C", "C", "C", "N", "H", "H", "H", "H", "H", "H", "H", "H", "H", "H", "H", "H"],
  "xyz": [[-1.054, 1.552, -2.855], [0.203, 1.200, -1.594], [0.227, -0.532, -0.808], [-0.809, -0.624, 0.683], [0.021, -1.069, 1.747], [-0.570, -0.982, 3.195], [1.535, -0.317, 1.816], [-0.958, 0.489, -3.493], [-0.603, 2.232, -3.450], [-2.087, 1.894, -2.714], [-1.808, -1.176, 0.489], [-1.249, 0.389, 0.738], [0.209, -2.260, 1.601], [0.131, -1.651, 3.692], [-1.607, -1.119, 3.219], [-0.709, 0.018, 3.411], [1.548, 0.164, 2.694], [2.333, -1.015, 1.826], [1.649, 0.308, 1.088]],
  "mulliken_charge": [-0.8072, -0.0224, -0.1125, -0.8821, 0.3943, -1.5303, -0.3082, 0.2441, 0.3464, 0.3109, 0.3893, 0.4060, 0.2256, 0.3796, 0.4270, 0.5388, 0.3898, 0.3575, 0.2534],
  "max_force_ha_per_bohr": 0.117,
  "molar_mass_g_mol": 138.28,
  "charge": 1,
  "homo_lumo_gap_ev": 8.94,
  "smiles": "CSSC[C@H](C)[NH3+]",
  "lumo_ev": -3.38
}

=====

{
  "formula": "C4H12NS2",
  "method": "ωB97M-V/def2-TZVPD",
  "elements": ["N", "C", "C", "S", "S", "C", "C", "H", "H", "H", "H", "H", "H", "H", "H", "H", "H", "H", "H"],
  "xyz": [[-0.560, -2.208, -1.185], [-0.789, -0.919, -1.674], [0.481, -0.038, -2.039], [0.055, 1.541, -1.444], [0.394, -1.079, 1.454], [0.611, 0.527, 1.974], [-0.550, 1.453, 2.058], [2.094, 1.498, 0.879], [-0.418, -2.321, -0.201], [0.162, -2.661, -1.718], [-1.278, -0.408, -0.842], [-1.505, -0.945, -2.497], [0.605, 0.067, -3.117], [1.409, -0.325, -1.560], [1.228, 0.439, 2.876], [1.489, 1.000, 1.063], [-1.190, 1.251, 1.195], [-0.334, 2.509, 1.998], [-1.178, 1.240, 2.922]],
  "mulliken_charge": [-0.2800, -0.5203, -0.2987, 0.0897, -0.1266, 0.1788, -0.8743, 0.4556, 0.1378, 0.2713, 0.2311, 0.3704, 0.3693, 0.3578, 0.3779, -0.5789, 0.1912, 0.3100, 0.3379],
  "max_force_ha_per_bohr": 0.089,
  "molar_mass_g_mol": 138.28,
  "charge": 1,
  "homo_lumo_gap_ev": 4.45,
  "lumo_ev": -8.41
}

=====

{
  "formula": "C4H12O",
  "method": "ωB97M-V/def2-TZVPD",
  "elements": ["C", "C", "O", "H", "H", "H", "H", "H", "H", "C", "C", "H", "H", "H", "H", "H", "H"],
  "xyz": [[0.661, 0.924, 0.960], [1.618, 1.239, 2.127], [1.091, 0.507, 3.258], [-0.320, 1.376, 1.192], [0.403, -0.140, 0.984], [0.964, 1.267, -0.030], [2.609, 0.899, 1.772], [1.596, 2.225, 2.572], [1.376, -0.413, 3.216], [-0.582, -1.367, -2.159], [-1.897, -0.607, -1.807], [0.359, -1.086, -1.668], [-0.691, -2.416, -1.891], [-0.417, -1.118, -3.208], [-2.293, -0.787, -0.821], [-2.567, -0.976, -2.592], [-1.909, 0.473, -1.906]],
  "mulliken_charge": [-0.8379, -0.3276, -0.5211, 0.2738, 0.2495, 0.3471, 0.2574, 0.2608, 0.2935, -0.8138, -0.9093, 0.2594, 0.2565, 0.2998, 0.3050, 0.3110, 0.2956],
  "max_force_ha_per_bohr": 0.037,
  "molar_mass_g_mol": 76.14,
  "homo_lumo_gap_ev": 11.21,
  "smiles": "CCO.CC",
  "lumo_ev": 0.94
}

=====

{
  "formula": "C4H12O",
  "method": "ωB97M-V/def2-TZVPD",
  "elements": ["C", "C", "O", "H", "H", "H", "H", "H", "H", "C", "C", "H", "H", "H", "H", "H", "H"],
  "xyz": [[0.262, -0.847, 2.185], [-0.097, -1.194, 0.671], [1.090, -1.345, 0.051], [0.121, 0.218, 2.456], [1.099, -1.329, 2.447], [-0.254, -1.394, 3.022], [-0.624, -2.206, 0.632], [-0.614, -0.419, 0.100], [1.556, -2.121, 0.432], [0.148, 1.827, -1.504], [-1.385, 1.569, -1.418], [0.281, 2.870, -1.575], [0.765, 1.405, -0.877], [0.579, 1.346, -2.333], [-1.638, 0.706, -2.091], [-1.888, 2.401, -1.852], [-1.677, 1.152, -0.370]],
  "mulliken_charge": [-1.0318, 0.3439, -0.5174, 0.2610, 0.3474, 0.3439, 0.2859, -0.3557, 0.2966, -1.0786, -0.8038, 0.3279, 0.4320, 0.3407, 0.2409, 0.3376, 0.2296],
  "max_force_ha_per_bohr": 0.111,
  "molar_mass_g_mol": 76.14,
  "homo_lumo_gap_ev": 10.96,
  "smiles": "CCO.CC",
  "lumo_ev": 0.92
}